The following is a quantum chemistry calculation of C10H9F3I2O6Rh2S as an isolated structure in a non-equilibrium geometry, from OMol25.

As for the net charge: +4. As for the expectation value of S²: 20.041. The value obtained for the HOMO energy (spin up / spin down) is -0.847 / -0.892 Ha. As for the spin multiplicity: 9.

Each line ends with the Löwdin charge.
Atoms and positions in Å:
I -0.664171 2.443176 -2.893873  1.161
I -2.081182 -0.479772 -2.431788  1.221
Rh 0.744173 -1.551381 0.455660  0.862
Rh 0.762834 0.939795 0.208354  0.686
S 0.218295 0.050737 -1.912237  0.089
C 2.548562 1.109295 0.569486  -0.163
C 0.277941 1.083400 2.180989  -0.252
C 1.578088 -0.679388 -2.977790  -0.795
C 0.977231 -1.648117 -3.958462  -0.070
C 2.546287 -1.308280 -1.959915  -0.070
C 2.161828 0.550054 -3.714089  -0.089
C -0.611262 -1.372598 1.828971  -0.088
C 1.630361 -2.870339 1.229743  -0.176
O 0.775886 1.129945 3.250207  0.254
O 3.685419 1.218155 0.756117  0.276
O -1.451540 -1.552320 2.666605  0.247
O 2.122740 -3.805218 1.725628  0.279
H 1.783979 -2.039823 -4.575206  0.141
H 0.243473 -1.170542 -4.594482  0.093
H 0.511510 -2.473461 -3.450327  0.095
H 3.365678 -1.806580 -2.542502  0.162
H 1.960768 -2.072023 -1.346493  0.055
H 2.953401 -0.489159 -1.307225  0.069
H 2.989631 0.205187 -4.376675  0.150
H 2.573975 1.303788 -3.008977  0.101
H 1.372480 1.046876 -4.319946  0.053
F -3.902971 1.470165 2.730628  0.225
C -3.550749 1.464616 1.435005  -0.515
F -4.293961 0.492777 0.883711  0.194
F -3.822498 2.668592 0.924758  0.227
C -2.055139 1.162804 1.268504  -0.374
O -1.351390 1.362657 2.332672  0.150
O -1.550854 0.811495 0.195239  -0.201

Atomic forces in eV per Å
-0.755 1.479 -0.696
-4.029 -0.730 -0.924
-2.129 2.230 -3.079
-3.660 1.524 1.697
3.546 -0.406 0.687
6.810 0.856 0.787
0.672 1.554 3.981
1.407 0.523 -0.774
-0.256 -0.046 0.306
-0.216 0.473 0.017
0.291 0.284 0.332
-7.295 -1.838 6.893
5.859 -9.223 4.909
-0.901 -0.521 -3.543
-4.596 -0.456 -0.582
5.896 1.217 -5.695
-2.401 4.480 -2.236
0.064 -0.057 -0.152
-0.073 0.130 -0.407
-0.191 -0.651 0.152
-0.567 0.202 0.749
0.958 0.329 -0.686
-0.007 -1.070 -0.627
-0.575 0.248 0.317
-0.083 -0.434 -0.406
0.605 -0.434 -0.022
1.056 0.145 -1.045
-2.996 0.125 2.089
0.913 0.542 -0.743
0.582 -0.971 -0.293
0.780 0.982 2.301
0.303 -0.358 -1.664
0.989 -0.127 -1.646

The following is a quantum chemistry calculation of C21H13N5NiO6S9Sb as an isolated structure, from OMol25.

As for the net charge: -2. As for the expectation value of S²: 0.761. The value obtained for the HOMO energy (spin up / spin down) is -0.060 / -0.061 Ha. As for the spin multiplicity: 2.

Each line ends with the Löwdin charge.
Atoms and positions in Å:
Ni -1.566874 0.300167 -0.538631  -0.072
S -5.354153 1.043385 -3.018722  -0.386
Sb -4.459315 2.704924 -1.773776  0.315
S -3.304142 1.738016 0.185710  -0.014
S -2.010646 2.291672 -1.495530  -0.025
N -0.281184 -3.224753 -2.038105  0.185
C -0.796122 -2.881088 -3.279582  -0.191
C -0.688191 -3.460947 -4.536355  -0.035
C -1.409876 -2.865431 -5.555413  -0.108
C -2.212447 -1.736423 -5.329216  -0.090
C -2.309379 -1.155111 -4.079511  0.003
C -1.578681 -1.743892 -3.051802  -0.191
N -1.509135 -1.397358 -1.713609  0.135
C -0.726344 -2.289218 -1.151515  -0.263
C -0.425714 -2.232477 0.270647  -0.219
C 0.191921 -3.182139 0.990025  -0.325
S 0.578994 -3.210346 2.679322  0.988
C -0.011393 -0.603263 2.678129  -0.322
N -0.813790 -0.967263 0.818793  -0.067
H 0.466010 -3.871821 -1.863653  0.156
H -0.064332 -4.327190 -4.715866  0.101
H -1.358045 -3.285034 -6.552565  0.090
H -2.768844 -1.311441 -6.154739  0.097
H -2.930825 -0.288455 -3.883462  0.053
H 0.402095 -4.146411 0.536430  0.069
H -0.154799 0.090319 3.505220  0.128
C -0.414636 3.235903 5.612570  -0.416
S -1.866715 2.581699 4.751634  0.755
C -2.030145 3.770204 3.485730  -1.055
C -1.186802 3.884113 2.410261  -1.225
S 0.159721 2.948073 1.991449  0.497
S -1.631565 5.232583 1.359530  0.845
C -3.042992 5.790186 2.168434  -1.548
S -3.988856 7.059685 1.636885  0.381
S -3.362408 4.894588 3.583907  0.849
H -0.153485 2.531228 6.403307  0.020
H -0.630647 4.210324 6.048756  0.028
H 0.408203 3.308908 4.901573  0.004
O 0.846110 -1.687265 3.210034  -0.457
C 0.371595 -0.158433 1.322933  -0.205
O -1.222502 -1.147214 2.198475  -0.018
C 1.623966 -0.203984 0.730814  -0.179
C 1.804447 -0.349783 -0.674395  0.045
C 3.062735 -0.549982 -1.194340  -0.150
C 4.236418 -0.541141 -0.461255  0.022
C 4.045095 -0.294355 0.895667  -0.144
C 2.825987 -0.127649 1.499998  0.070
N 5.251858 -0.255720 1.753361  -0.351
O 6.328597 -0.481833 1.227575  0.046
O 5.118765 -0.005719 2.934481  0.064
N 3.168536 -0.827864 -2.643171  -0.346
O 2.154140 -1.122826 -3.247374  0.062
O 4.271152 -0.773891 -3.158437  0.054
H 0.963121 -0.246823 -1.346441  0.104
H 5.203897 -0.704395 -0.898406  0.109
H 2.781613 0.042951 2.564229  0.126

Atomic forces in eV per Å
-0.660 -0.251 -0.129
-0.003 -0.023 -0.030
-0.100 -0.131 -0.127
0.080 0.298 0.078
0.119 0.196 0.227
0.033 0.031 -0.044
-0.077 -0.039 0.021
0.034 0.004 0.020
-0.026 0.013 -0.016
0.031 -0.008 -0.016
0.064 0.039 0.009
-0.093 0.021 -0.031
0.336 -0.010 0.101
-0.174 -0.199 0.050
0.032 -0.020 -0.019
-0.226 0.006 0.097
0.248 -0.022 -0.200
0.054 0.239 -0.108
0.583 0.446 -0.342
0.014 0.021 -0.005
-0.017 -0.014 0.003
0.014 0.010 -0.003
0.001 0.002 0.000
-0.032 -0.027 0.006
-0.014 -0.013 0.010
0.132 -0.040 0.055
0.029 -0.002 -0.012
-0.049 0.002 0.018
0.011 -0.064 -0.087
-0.017 0.059 0.129
0.021 0.172 0.032
-0.066 -0.057 -0.089
-0.010 0.056 -0.043
0.043 -0.027 0.032
-0.025 0.006 0.067
-0.004 -0.008 -0.002
-0.004 -0.001 -0.001
-0.001 -0.003 0.000
-0.290 0.009 0.203
0.264 -0.731 0.205
-0.199 0.006 -0.020
0.016 0.024 0.001
-0.008 0.041 -0.017
0.028 -0.064 -0.111
-0.114 0.024 0.044
0.107 0.016 0.059
-0.065 0.111 -0.024
-0.050 0.000 -0.044
0.004 0.001 0.012
0.010 -0.001 0.009
0.016 0.043 0.033
-0.005 -0.003 -0.010
-0.008 0.004 -0.006
-0.001 -0.141 0.009
0.006 0.011 -0.002
0.007 -0.014 0.006

The following is a quantum chemistry calculation of C3H8N2S2 as an isolated structure in a non-equilibrium geometry, from OMol25.

The value obtained for the HOMO energy is -0.310 Ha.

Each line ends with the Löwdin charge.
Atoms and positions in Å:
C 0.424345 1.900766 -0.278064  -0.217
C -1.290477 -0.160059 -0.292907  -0.866
C 1.002087 -1.688389 0.853357  -0.457
H 1.587242 1.048207 -0.190501  0.060
H 0.409457 2.879345 0.803376  0.136
H -0.048578 2.557373 -1.679251  0.176
H -1.687839 1.749987 0.647268  0.168
H -0.628274 -1.276300 -1.768457  0.052
H 1.967615 -2.435364 1.145612  0.060
H 1.046279 -0.686540 1.795328  0.122
H -0.179989 -2.478815 0.842874  0.164
N -0.822541 1.069442 0.315740  -0.166
N -0.240817 -0.625462 -1.110033  -0.434
S -2.910353 -0.938756 -0.303449  0.439
S 1.371837 -0.915430 -0.780899  0.764

Atomic forces in eV per Å
-1.304 1.096 2.173
0.510 2.397 -0.180
0.754 -1.216 3.123
-3.840 2.903 -0.705
0.401 -2.786 -3.923
1.668 -1.947 4.040
3.089 -2.590 -1.001
0.054 -0.478 -0.136
-2.801 2.052 -0.770
-0.624 -3.469 -2.953
3.951 2.922 0.043
-2.602 0.850 -0.863
-2.348 -0.118 -0.805
3.564 1.870 0.241
-0.470 -1.485 1.716

The following is a quantum chemistry calculation of a 2-piece molecular cluster, HI2OP overall in a non-equilibrium geometry, from OMol25.

As for the SMILES: O=PI.I. The value obtained for the HOMO energy is -0.372 Ha.

Each line ends with the Löwdin charge.
Atoms and positions in Å:
O 5.238082 -1.601980 -0.801890  -0.606
P 5.557870 -0.765609 0.335143  0.344
I -0.377409 -0.867921 0.711272  0.340
I 6.275949 1.363578 -0.575873  0.263
H 1.245844 -0.631520 0.806029  -0.341

Atomic forces in eV per Å
-0.328 -0.860 -0.690
0.176 0.412 0.698
0.734 0.108 0.046
0.154 0.449 -0.004
-0.736 -0.110 -0.051

The following is a quantum chemistry calculation of C29H38BrCsN4O2S4Se as an isolated structure, from OMol25.

The value obtained for the HOMO energy is -0.265 Ha.

Each line ends with the Löwdin charge.
Atoms and positions in Å:
Cs -0.588526 -0.157595 0.371594  0.764
C 3.074926 -3.725410 0.822291  -0.531
C 3.221179 -2.934074 -0.469353  -0.545
S 2.779926 -1.183236 -0.386308  0.822
C 4.033178 -0.533845 0.746334  -0.510
C 3.646605 0.878221 1.186743  -0.522
S 2.267067 0.970747 2.351387  0.843
C 3.013563 0.275094 3.848587  -0.536
C 1.951334 -0.264137 4.797328  -0.540
S 0.950723 -1.643187 4.171777  0.848
C 2.234172 -2.900586 3.958111  -0.527
C 1.693188 -4.091933 3.179848  -0.541
S 1.362567 -3.772483 1.427458  0.844
H 3.697892 -3.290272 1.603300  0.056
H 3.418476 -4.749272 0.661535  0.081
H 2.569850 -3.345361 -1.242971  0.072
H 4.245285 -3.030401 -0.836040  0.081
H 5.002427 -0.517448 0.244051  0.085
H 4.112109 -1.200778 1.606812  0.046
H 3.273197 1.455686 0.337334  0.053
H 4.510928 1.400674 1.597607  0.085
H 3.581896 1.049475 4.368478  0.082
H 3.718772 -0.509138 3.571533  0.053
H 1.220998 0.514094 5.028049  0.073
H 2.410736 -0.558125 5.742963  0.078
H 2.584310 -3.230402 4.938950  0.087
H 3.080366 -2.458168 3.431750  0.047
H 0.743425 -4.422960 3.601317  0.035
H 2.387883 -4.931152 3.249425  0.084
O 0.925710 4.311485 0.344083  0.027
C 1.620211 4.626512 -0.761800  -0.288
C 2.162801 5.904283 -0.902679  -0.020
C 2.882686 6.230728 -2.039691  -0.105
C 3.083631 5.296437 -3.048491  -0.114
C 2.540348 4.027415 -2.904168  -0.052
C 1.804153 3.678369 -1.781308  -0.124
C 1.165975 2.303249 -1.646589  -0.456
O 0.983261 1.899202 -0.362754  -0.499
N -0.120077 2.418893 -2.407359  0.007
N -0.957097 1.399890 -2.484931  -0.015
C -2.095287 1.586026 -3.050076  -0.218
C -3.089325 0.546564 -3.251420  -0.629
Br -2.884955 -1.065082 -2.239702  0.693
C -4.171138 0.626632 -4.031791  -0.127
C -4.499853 1.741563 -4.937449  -0.229
C -3.542862 2.361511 -5.741456  -0.050
C -3.898400 3.399955 -6.587632  -0.080
C -5.215791 3.830968 -6.652557  -0.093
C -6.180568 3.207165 -5.873706  -0.086
C -5.825704 2.167627 -5.028672  -0.041
H 0.827521 3.295809 0.284039  0.052
H 2.009765 6.621584 -0.106617  0.111
H 3.298472 7.226505 -2.137075  0.096
H 3.654627 5.553570 -3.930855  0.090
H 2.683859 3.282365 -3.680898  0.111
H 1.773079 1.582720 -2.224276  0.132
H -0.442373 3.342722 -2.673265  0.144
H -2.368201 2.569787 -3.436374  0.121
H -4.887846 -0.184588 -3.990703  0.097
H -2.518760 2.011483 -5.715850  0.116
H -3.143252 3.869713 -7.204768  0.103
H -5.490969 4.642262 -7.313686  0.100
H -7.212303 3.530386 -5.924396  0.101
H -6.582034 1.683563 -4.422450  0.113
C -2.558974 -2.482490 5.384220  -0.052
N -2.307398 -3.482126 4.364354  -0.129
C -1.794327 -4.745319 4.573181  -0.059
C -1.739371 -5.354402 3.368962  -0.064
N -2.196178 -4.446898 2.435569  -0.125
C -2.285006 -4.669279 1.005378  -0.044
C -2.573496 -3.298778 3.049852  -0.760
Se -3.330324 -1.822203 2.267720  0.554
H -2.205835 -2.869853 6.336663  0.092
H -3.624400 -2.264149 5.435768  0.088
H -2.024374 -1.568290 5.136532  0.062
H -1.520924 -5.101847 5.549779  0.124
H -1.404967 -6.339245 3.097017  0.126
H -2.151481 -5.731231 0.814045  0.095
H -1.510896 -4.104821 0.486626  0.065
H -3.259806 -4.340371 0.651762  0.074

Atomic forces in eV per Å
-0.056 -0.300 0.284
-0.049 -0.042 0.046
0.046 0.066 -0.006
-0.091 0.028 -0.121
-0.094 -0.007 0.077
-0.071 0.000 -0.052
-0.028 -0.014 -0.029
0.044 0.036 -0.107
-0.092 -0.066 0.025
0.013 0.034 -0.045
-0.032 0.064 0.002
-0.009 -0.008 -0.056
0.041 0.055 0.022
0.014 0.005 -0.009
0.016 0.009 -0.019
-0.001 0.001 -0.005
0.004 -0.033 0.017
-0.007 0.031 -0.022
0.037 0.041 0.026
0.037 0.015 0.008
0.023 -0.037 0.031
-0.006 -0.004 0.010
0.001 -0.004 0.040
0.015 0.015 -0.009
0.023 -0.007 -0.010
0.007 -0.021 -0.004
-0.003 -0.027 -0.002
0.005 -0.007 0.018
0.002 0.002 0.027
0.051 -0.021 -0.017
-0.042 -0.051 0.037
0.016 -0.027 -0.031
0.007 0.043 0.012
-0.003 -0.021 0.001
0.006 0.003 -0.008
0.064 0.049 -0.012
-0.165 -0.050 -0.039
0.235 0.287 -0.118
0.040 -0.099 0.002
0.111 0.050 -0.010
-0.051 0.052 -0.049
0.062 -0.052 0.073
-0.014 0.058 -0.074
0.023 -0.049 0.032
-0.025 -0.002 0.018
-0.004 -0.010 0.005
-0.005 0.027 -0.018
0.007 0.003 -0.003
0.015 -0.021 0.015
-0.014 0.044 -0.046
-0.029 0.014 0.027
-0.003 -0.003 0.006
0.000 -0.002 0.002
0.000 -0.001 -0.002
0.000 0.004 -0.002
-0.014 -0.047 0.036
-0.030 0.008 0.027
0.000 -0.010 0.016
-0.012 0.015 -0.006
-0.006 0.002 -0.013
-0.002 -0.002 -0.003
0.001 0.000 -0.002
-0.001 0.003 0.000
0.009 -0.010 0.006
-0.006 -0.008 0.000
-0.006 0.048 0.015
-0.060 -0.143 -0.092
0.125 0.055 0.130
-0.104 -0.029 -0.005
-0.043 -0.013 -0.008
0.124 0.037 -0.054
-0.034 0.008 0.034
-0.004 0.006 0.003
0.002 -0.002 -0.002
0.003 0.006 -0.001
-0.023 0.020 0.011
0.011 0.010 -0.022
0.008 0.003 -0.012
-0.007 -0.004 0.008
-0.005 -0.005 -0.004

The following is a quantum chemistry calculation of one molecule with the formula C8H10 in a non-equilibrium geometry, from OMol25.

As for the SMILES: CCc1ccccc1. The value obtained for the HOMO energy is -0.332 Ha.

Each line ends with the Löwdin charge.
Atoms and positions in Å:
C -2.581258 0.429716 -0.229784  -0.122
C -1.605676 -0.615816 0.248330  -0.217
C -0.096749 -0.274733 0.198040  -0.215
C 0.315576 1.045035 0.219898  -0.019
C 1.723406 1.407443 0.067302  -0.053
C 2.614728 0.350716 -0.039729  -0.110
C 2.192743 -1.039634 -0.073808  -0.048
C 0.803086 -1.329710 0.037113  -0.043
H -2.408478 0.690206 -1.227620  0.042
H -2.544203 1.282437 0.332478  0.021
H -3.731292 -0.140397 -0.389732  0.160
H -1.953071 -0.911974 1.333466  0.151
H -1.691979 -1.452425 -0.283736  0.048
H -0.459092 1.812719 0.216356  0.098
H 2.078491 2.351541 0.086239  0.057
H 3.631715 0.622181 -0.232232  0.080
H 3.016118 -1.998105 -0.268380  0.168
H 0.695941 -2.229193 0.005798  0.002

Atomic forces in eV per Å
-3.134 -4.175 -1.441
0.479 2.314 4.136
-1.406 -0.067 0.038
1.874 0.800 -0.642
-3.244 -4.923 0.600
-0.484 -1.540 -0.527
1.065 -0.204 -0.421
4.883 10.485 0.390
0.650 0.553 -1.652
-0.663 2.077 1.657
3.137 1.986 1.151
0.978 0.503 -1.768
-0.627 -3.491 -2.234
0.375 -0.046 0.240
0.785 3.036 -0.054
0.626 -0.210 0.144
-2.544 3.176 0.692
-2.751 -10.274 -0.312